{
  "formula": "C21H48Br2N4O7V",
  "method": "ωB97M-V/def2-TZVPD",
  "e_homo_ha": [-0.4965, -0.4965],
  "multiplicity": 2,
  "fmax_ev_per_a": 5.482,
  "homo_lumo_gap_ev": [4.94, 5.67],
  "energy_ha": -7666.00706,
  "charge": 2,
  "s_squared": 0.83,
  "symbols": ["O", "V", "C", "C", "N", "C", "C", "C", "C", "C", "O", "C", "H", "H", "H", "H", "H", "H", "H", "H", "H", "H", "H", "H", "H", "H", "H", "H", "H", "H", "H", "H", "C", "C", "O", "O", "H", "H", "H", "C", "O", "N", "C", "C", "H", "H", "H", "H", "H", "H", "H", "C", "O", "N", "C", "C", "H", "H", "H", "H", "H", "H", "H", "C", "O", "N", "C", "C", "H", "H", "H", "H", "H", "H", "H", "Br", "C", "C", "Br", "H", "H", "H", "H"],
  "coordinates": [[1.748, 0.876, 3.693], [1.131, 2.244, 3.178], [0.392, -3.947, -1.743], [0.542, -3.484, -0.285], [-0.785, -3.489, 0.542], [-0.491, -2.939, 1.983], [-1.868, -2.487, -0.045], [-3.166, -2.271, 0.817], [-1.405, -4.955, 0.669], [-0.412, -6.019, 1.172], [-0.053, -5.670, 2.470], [1.175, -6.150, 3.073], [-0.040, -4.947, -1.778], [1.331, -3.904, -2.294], [-0.354, -3.400, -2.319], [0.887, -2.467, -0.099], [1.308, -4.127, 0.148], [-0.257, -1.884, 2.129], [0.324, -3.522, 2.413], [-1.356, -3.113, 2.623], [-2.125, -2.924, -1.010], [-1.221, -1.611, -0.101], [-3.721, -3.175, 1.067], [-3.905, -1.642, 0.321], [-3.017, -1.684, 1.724], [-1.923, -5.154, -0.269], [-2.202, -4.931, 1.412], [0.467, -5.975, 0.529], [-0.822, -7.028, 1.149], [1.173, -6.504, 4.104], [2.014, -5.458, 2.995], [1.775, -6.932, 2.608], [0.430, 1.189, -0.874], [0.595, 1.386, 0.549], [1.633, 1.943, 0.987], [-0.294, 1.021, 1.373], [1.082, 1.862, -1.432], [-0.573, 1.322, -1.278], [0.857, 0.220, -1.130], [-1.029, 4.718, 1.940], [-0.047, 3.998, 2.293], [-1.091, 5.268, 0.717], [-2.199, 6.043, 0.102], [-0.040, 5.028, -0.308], [-1.978, 5.001, 2.420], [-2.560, 5.473, -0.755], [-1.738, 6.901, -0.388], [-2.965, 6.117, 0.873], [0.950, 4.779, 0.075], [-0.240, 4.041, -0.723], [0.143, 5.760, -1.095], [4.263, -0.032, 1.094], [3.784, -0.709, 2.093], [5.448, 0.502, 1.017], [5.742, 1.471, 0.015], [6.540, 0.230, 2.003], [3.675, 0.094, 0.172], [5.060, 1.496, -0.835], [6.785, 1.425, -0.296], [5.719, 2.473, 0.444], [6.271, -0.625, 2.624], [7.428, -0.158, 1.505], [6.851, 1.087, 2.601], [-3.760, 2.906, -2.209], [-4.413, 3.189, -3.203], [-4.143, 3.151, -0.941], [-3.444, 2.659, 0.242], [-5.375, 3.873, -0.649], [-2.768, 2.429, -2.174], [-2.414, 2.381, 0.019], [-3.936, 1.716, 0.481], [-3.356, 3.261, 1.146], [-5.877, 4.219, -1.552], [-6.091, 3.211, -0.162], [-5.066, 4.698, -0.007], [-0.816, -1.166, -4.498], [1.067, -0.566, -4.810], [1.074, 0.942, -4.516], [-0.012, 1.852, -5.895], [1.410, -0.889, -5.793], [1.640, -0.962, -3.972], [2.076, 1.362, -4.605], [0.559, 1.085, -3.566]],
  "atomic_forces_ev_per_a": [[-1.497, 3.537, -0.579], [0.094, -3.685, -4.058], [-1.194, 0.368, 0.220], [-0.782, 0.252, -0.059], [-0.716, -0.463, 1.760], [0.166, -1.144, 0.187], [0.318, -1.110, 0.784], [0.636, 0.225, -0.052], [0.114, 0.760, 0.618], [0.753, 0.532, -0.853], [0.878, -0.291, 1.921], [1.519, -0.259, -0.739], [0.569, -0.338, 0.147], [-0.002, -0.116, 0.272], [0.236, 0.566, 0.053], [0.130, 0.106, -0.582], [-0.490, -0.031, 0.680], [0.026, 0.183, -1.241], [-0.129, 0.102, -0.292], [-0.067, -0.290, -0.369], [0.068, 0.430, -0.069], [-0.639, 0.350, -0.429], [0.353, -0.163, -0.052], [0.307, -0.107, -0.789], [0.507, -0.346, 0.162], [0.551, -0.225, -0.177], [0.081, 0.541, 0.100], [0.153, -0.420, -0.215], [-0.338, 0.040, -0.325], [-1.197, 0.474, 0.035], [-0.543, 1.306, 0.272], [-1.210, -0.923, -0.975], [0.689, 0.032, -2.071], [-1.441, -0.101, 2.313], [1.191, 1.224, 2.106], [0.488, 0.609, 0.694], [0.037, 0.264, 0.180], [-0.075, -0.379, 0.397], [-0.400, -0.359, -0.033], [-0.196, 0.946, -2.838], [-0.321, -0.458, 1.285], [1.733, -0.038, -0.778], [0.606, -1.237, 0.480], [0.942, -1.859, 0.634], [0.609, -0.645, 1.131], [-0.321, -0.365, 0.211], [-0.491, 0.600, 0.856], [-0.131, 0.861, -0.427], [-0.048, 0.636, 0.859], [-0.585, 0.141, -0.696], [-0.863, 0.261, 0.359], [-2.793, -3.085, 3.320], [1.493, 2.187, -3.354], [2.217, -0.005, 0.948], [0.856, 1.479, -0.338], [-0.389, -0.844, -0.303], [-0.112, 0.188, 0.185], [0.058, -0.465, 0.077], [-0.109, -0.590, -0.387], [-0.337, 0.238, 0.218], [-0.516, 0.445, 0.216], [-0.030, 0.403, -0.570], [-0.424, 0.098, -0.075], [-0.548, 0.279, -0.568], [0.993, -0.393, 0.945], [-0.330, 1.134, 1.084], [0.275, -1.496, -0.956], [0.054, -0.257, -0.182], [0.203, -0.203, -0.658], [0.124, 0.025, -0.365], [0.030, -0.053, 0.688], [-0.698, 0.589, -0.374], [0.455, 0.090, -0.034], [0.041, 0.083, 0.362], [-0.602, 0.163, 0.094], [0.847, -0.169, -0.169], [-0.659, 0.874, 1.244], [-0.739, -0.557, -1.562], [0.393, 0.080, 0.484], [-0.172, 0.126, 0.228], [0.073, -0.665, -0.364], [-0.127, -0.012, 0.298], [0.397, 0.320, -0.152]]
}